No. 1
This record from the Open Molecules 2025 dataset describes a structure of composition C44H52N5O7SV in a non-equilibrium geometry. The level of theory is wB97M-V/def2-TZVPD.

Spin multiplicity: 4
E_LUMO (alpha / beta) (eV): 1.992 / 2.105
Frontier orbital gap (alpha / beta) (eV): 3.633 / 5.547
E (eV): -104784.0361
Net charge: -1
F_max (hartree/bohr): 0.060

XYZ file:
```
110
C44H52N5O7SV wB97M-V/def2-TZVPD
V 0.15 -0.15 0.38
C -1.12 6.09 1.63
C 0.12 5.35 1.15
C 0.16 3.91 1.56
C 0.89 3.35 2.57
C 1.66 4.05 3.65
C 3.17 4.04 3.42
C 0.74 1.93 2.44
N -0.09 1.63 1.39
C -0.47 2.82 0.86
C -1.35 3.00 -0.20
C -1.87 1.97 -0.97
C -2.62 2.18 -2.18
C -2.95 3.50 -2.80
C -4.14 4.24 -2.19
C -2.81 0.93 -2.72
C -2.20 0.00 -1.82
C -2.24 -1.38 -1.99
C -1.71 -2.29 -1.09
N -1.10 -1.99 0.08
C -0.79 -3.18 0.66
C -0.10 -3.34 1.84
C 0.50 -2.32 2.56
N 0.45 -1.00 2.24
C 1.20 -0.36 3.18
C 1.35 1.01 3.27
C 1.76 -1.30 4.12
C 1.31 -2.53 3.74
C 1.60 -3.85 4.38
C 0.43 -4.38 5.20
C 2.64 -0.93 5.27
C 1.82 -0.45 6.47
C -1.23 -4.28 -0.16
C -1.80 -3.72 -1.27
C -2.39 -4.41 -2.46
C -3.90 -4.59 -2.32
C -1.00 -5.73 0.13
C -1.99 -6.29 1.15
N -1.61 0.64 -0.77
C -3.43 0.61 -4.05
C -4.96 0.63 -4.04
H -1.08 7.14 1.33
H -1.20 6.04 2.71
H -2.02 5.65 1.21
H 1.01 5.85 1.54
H 0.17 5.41 0.05
H 1.45 3.56 4.60
H 1.32 5.08 3.72
H 3.54 3.03 3.32
H 3.68 4.52 4.25
H 3.42 4.58 2.50
H -1.59 4.01 -0.49
H -3.15 3.34 -3.86
H -2.07 4.15 -2.72
H -5.05 3.65 -2.27
H -4.29 5.18 -2.72
H -3.97 4.46 -1.14
H -2.75 -1.76 -2.86
H 0.05 -4.35 2.20
H 1.99 1.39 4.05
H 2.47 -3.75 5.03
H 1.86 -4.59 3.61
H 0.16 -3.67 5.98
H 0.69 -5.32 5.68
H -0.45 -4.53 4.57
H 3.33 -0.14 4.97
H 3.24 -1.79 5.58
H 1.21 0.41 6.19
H 2.48 -0.15 7.29
H 1.17 -1.24 6.83
H -1.92 -5.39 -2.59
H -2.18 -3.83 -3.36
H -4.13 -5.18 -1.43
H -4.32 -5.10 -3.19
H -4.39 -3.62 -2.21
H 0.02 -5.87 0.50
H -1.09 -6.30 -0.80
H -1.91 -5.76 2.09
H -1.79 -7.35 1.33
H -3.01 -6.19 0.79
H -3.09 -0.38 -4.37
H -3.07 1.33 -4.79
H -5.34 -0.08 -3.30
H -5.34 0.35 -5.02
H -5.32 1.62 -3.78
O 0.18 2.65 -3.79
C 0.51 1.86 -2.72
O 0.72 2.36 -1.64
C 0.66 0.45 -3.08
C 0.80 0.11 -4.44
C 1.17 -1.19 -4.76
C 1.42 -2.08 -3.74
C 1.21 -1.68 -2.40
N 0.77 -0.44 -2.10
C 1.56 -2.51 -1.25
O 1.95 -3.80 -1.48
O 1.54 -2.12 -0.11
H 0.13 3.56 -3.47
H 0.65 0.86 -5.20
H 1.30 -1.48 -5.79
H 1.80 -3.07 -3.98
H 1.97 -3.99 -2.42
C 4.11 1.72 0.45
S 3.19 0.40 -0.41
O 3.09 0.82 -1.79
O 3.95 -0.81 -0.22
O 1.93 0.45 0.37
H 5.11 1.77 0.07
H 4.10 1.47 1.50
H 3.56 2.63 0.27
```

=====

No. 2
This record from the Open Molecules 2025 dataset describes a structure of composition C44H53BClCoN9S3Te in a non-equilibrium geometry. The level of theory is wB97M-V/def2-TZVPD.

Spin multiplicity: 2
E_LUMO (alpha / beta) (eV): -0.090 / -0.006
Frontier orbital gap (alpha / beta) (eV): 6.468 / 6.966
E (eV): -150524.6660
F_max (hartree/bohr): 0.051

XYZ file:
```
113
C44H53BClCoN9S3Te wB97M-V/def2-TZVPD
Co 0.51 2.10 0.89
C 5.25 -0.11 -0.05
C 3.93 -0.79 0.15
C 3.81 -2.14 0.11
C 2.54 -2.75 0.28
N 1.48 -2.04 0.50
N 1.58 -0.69 0.55
B 0.26 0.05 0.95
N -0.20 -0.46 2.37
N -0.90 -1.61 2.34
C -1.32 -2.12 3.46
C -1.04 -1.49 4.70
C -0.35 -0.33 4.74
C -0.06 0.39 6.02
C 0.10 0.23 3.49
S 0.92 1.69 3.37
C -2.10 -3.43 3.39
C -2.48 -3.77 1.95
C -1.21 -4.55 3.96
C -3.38 -3.32 4.24
N -0.97 -0.21 0.02
N -0.90 -1.07 -1.00
C -2.00 -1.43 -1.59
C -3.25 -0.95 -1.14
C -3.31 0.03 -0.21
C -4.59 0.66 0.21
C -2.07 0.48 0.33
S -1.88 1.88 1.29
C -1.89 -2.41 -2.75
C -2.64 -1.87 -3.97
C -0.43 -2.65 -3.13
C -2.52 -3.74 -2.30
C 2.74 -0.02 0.37
S 2.80 1.68 0.43
C 2.39 -4.26 0.20
C 3.34 -4.93 1.21
C 0.96 -4.69 0.51
C 2.76 -4.71 -1.23
H 6.05 -0.84 -0.13
H 5.45 0.58 0.78
H 5.22 0.50 -0.96
H 4.69 -2.75 -0.04
H -1.39 -1.93 5.62
H -0.60 -0.05 6.85
H -0.32 1.44 5.92
H 1.02 0.36 6.23
H -1.62 -3.73 1.29
H -3.22 -3.05 1.57
H -2.92 -4.77 1.92
H -0.30 -4.66 3.36
H -1.75 -5.50 3.96
H -0.91 -4.33 4.99
H -4.00 -2.49 3.89
H -3.16 -3.17 5.30
H -3.96 -4.24 4.15
H -4.17 -1.31 -1.59
H -5.42 0.32 -0.41
H -4.52 1.75 0.15
H -4.81 0.42 1.26
H -2.23 -0.91 -4.29
H -3.71 -1.73 -3.77
H -2.55 -2.57 -4.80
H 0.03 -1.73 -3.51
H -0.38 -3.41 -3.91
H 0.15 -2.97 -2.27
H -3.55 -3.61 -1.97
H -1.95 -4.18 -1.48
H -2.53 -4.45 -3.14
H 3.16 -4.55 2.22
H 4.39 -4.75 0.96
H 3.18 -6.01 1.21
H 0.72 -4.50 1.56
H 0.85 -5.76 0.32
H 0.24 -4.15 -0.10
H 3.78 -4.41 -1.49
H 2.08 -4.29 -1.96
H 2.71 -5.80 -1.30
N 1.15 4.19 1.44
C 1.73 4.72 2.33
N 2.39 5.22 3.23
C 2.48 5.28 4.55
N 2.63 5.36 5.69
Cl -2.78 9.56 0.77
C -1.85 8.10 0.59
C -0.62 8.14 -0.03
C 0.11 6.97 -0.17
C -0.38 5.77 0.31
C 0.44 4.51 0.19
C -1.63 5.74 0.93
C -2.37 6.90 1.07
H -0.24 9.08 -0.41
H 1.08 7.00 -0.66
H 1.18 4.61 -0.60
H -0.20 3.64 -0.03
H -2.03 4.80 1.29
H -3.34 6.89 1.55
C 2.12 2.94 -2.92
Te 0.88 1.43 -2.02
C -0.35 1.94 -3.73
C 0.62 2.32 -4.81
C 0.35 2.19 -6.17
C 1.30 2.54 -7.12
C 2.53 3.04 -6.71
C 2.81 3.19 -5.36
C 1.86 2.83 -4.40
H 3.16 2.76 -2.66
H 1.83 3.92 -2.54
H -0.99 2.78 -3.45
H -1.00 1.11 -4.02
H -0.61 1.79 -6.48
H 1.08 2.42 -8.17
H 3.28 3.31 -7.45
H 3.77 3.57 -5.04
```

=====

No. 3
This record from the Open Molecules 2025 dataset describes a structure of composition C44H53LiN2O4SSe. The level of theory is wB97M-V/def2-TZVPD.

E_LUMO (eV): 4.118
Frontier orbital gap (eV): 5.585
E (eV): -134049.8424
Net charge: -2
F_max (hartree/bohr): 0.018

XYZ file:
```
106
C44H53LiN2O4SSe wB97M-V/def2-TZVPD
Li -1.00 1.73 0.47
C 0.28 -4.20 4.89
C 1.24 -3.00 4.92
C 1.55 -2.64 6.38
C 2.55 -3.44 4.26
C 0.60 -1.82 4.21
C 1.09 -1.28 3.02
C 0.47 -0.21 2.41
Se 1.06 0.34 0.65
C -0.04 -0.90 -0.33
C 0.59 -2.07 -0.70
C -0.03 -3.01 -1.51
C -1.32 -2.70 -1.93
C -2.00 -1.53 -1.59
C -1.36 -0.55 -0.76
O -1.92 0.54 -0.39
C -3.34 -1.30 -2.33
C -4.33 -2.43 -1.99
C -4.04 0.02 -2.00
C -3.06 -1.29 -3.84
C 0.78 -4.19 -2.04
C 1.98 -3.62 -2.82
C -0.02 -5.07 -3.00
C 1.29 -5.05 -0.88
C -0.69 0.43 2.93
O -1.19 1.47 2.37
C -1.23 -0.18 4.12
C -0.58 -1.25 4.71
C -2.57 0.33 4.66
C -3.63 0.17 3.56
C -3.05 -0.44 5.90
C -2.46 1.81 5.04
H 0.73 -5.08 5.37
H 0.03 -4.46 3.86
H -0.65 -3.97 5.41
H 2.01 -3.49 6.90
H 0.64 -2.37 6.92
H 2.24 -1.80 6.42
H 2.99 -4.27 4.81
H 3.27 -2.61 4.24
H 2.38 -3.77 3.23
H 1.97 -1.69 2.54
H 1.61 -2.22 -0.36
H -1.84 -3.41 -2.57
H -4.54 -2.44 -0.92
H -3.94 -3.41 -2.27
H -5.27 -2.28 -2.53
H -4.29 0.09 -0.95
H -4.96 0.09 -2.60
H -3.40 0.86 -2.25
H -2.72 -2.27 -4.20
H -2.28 -0.56 -4.06
H -3.97 -1.02 -4.40
H 1.62 -2.89 -3.55
H 2.53 -4.41 -3.34
H 2.66 -3.09 -2.16
H -0.37 -4.49 -3.85
H -0.88 -5.52 -2.50
H 0.62 -5.88 -3.37
H 1.88 -4.45 -0.18
H 1.93 -5.86 -1.24
H 0.45 -5.48 -0.33
H -1.00 -1.68 5.61
H -3.78 -0.88 3.32
H -3.29 0.68 2.66
H -4.59 0.61 3.87
H -3.19 -1.50 5.67
H -4.02 -0.05 6.22
H -2.35 -0.35 6.73
H -2.12 2.37 4.17
H -1.74 1.95 5.86
H -3.43 2.20 5.36
C 6.54 2.56 -4.98
C 5.07 2.57 -4.66
C 4.61 2.37 -3.36
C 3.25 2.35 -3.08
C 2.34 2.54 -4.10
C 2.78 2.76 -5.40
C 4.14 2.78 -5.68
S 0.59 2.22 -3.81
O -0.15 2.94 -4.83
O 0.55 0.79 -3.94
N 0.27 2.70 -2.33
C 0.26 4.03 -2.11
C 0.68 4.96 -3.08
C 0.62 6.33 -2.87
C 0.18 6.86 -1.69
C -0.19 6.00 -0.65
C -0.57 6.50 0.61
C -0.85 5.66 1.64
C -0.81 4.28 1.39
N -0.50 3.75 0.23
C -0.16 4.56 -0.82
H 7.12 2.22 -4.12
H 6.88 3.57 -5.24
H 6.75 1.91 -5.83
H 5.34 2.22 -2.57
H 2.88 2.17 -2.08
H 2.03 2.89 -6.17
H 4.49 2.94 -6.69
H 1.03 4.60 -4.03
H 0.93 7.00 -3.67
H 0.13 7.94 -1.55
H -0.62 7.58 0.75
H -1.11 6.03 2.62
H -1.02 3.57 2.18
```